1.
This record from OMol25 describes a structure of composition C30H50Cl6MnP2Si2 in a non-equilibrium geometry. The level of theory is wB97M-V/def2-TZVPD.

## Properties
HOMO level (spin up / spin down)	-7.14 / -7.31	eV
F_max	2.0	eV Å⁻¹
LUMO energy (spin up / spin down)	-0.003 / 0.282	eV
frontier orbital gap (spin up / spin down)	7.1 / 7.6	eV
E	-6346.925963	Ha
spin multiplicity	4

Geometry as XYZ:
```
91
Properties=species:S:1:pos:R:3:forces:R:3
Mn -0.832570 0.466110 0.048565 -0.61 0.98 -0.89
C -1.558369 0.236479 2.206034 1.12 0.15 -0.15
C -1.046883 -1.034971 1.784977 0.85 0.15 0.07
C 0.331580 -0.800364 1.393729 -0.20 0.20 1.47
Si -1.838947 -2.743488 1.948143 0.12 0.90 -1.31
C 0.652078 0.566256 1.680212 -0.34 -0.64 -0.17
C -0.540758 1.252849 2.111036 0.08 -0.61 0.91
Si -0.684438 3.101492 2.427066 -0.10 -0.96 -1.44
H -2.521082 0.395395 2.661075 -0.37 0.05 -0.34
H 1.030583 -1.556722 1.025201 -0.30 0.48 0.30
H 1.653818 0.987805 1.674927 -0.32 -0.14 -0.34
Cl 1.849431 -0.534694 -3.748530 0.23 0.03 0.15
C -2.395349 3.493554 2.999486 -0.23 0.23 0.31
C 0.590971 3.653068 3.630907 0.16 0.34 0.48
C -3.568761 -2.558559 2.584726 -0.15 -0.13 0.29
C -0.874311 -3.825417 3.093891 0.14 -0.18 0.45
H 0.527836 3.051713 4.540254 -0.01 0.02 0.02
H 0.372100 4.689221 3.900706 0.12 0.06 0.09
H 1.618519 3.609291 3.275533 0.02 -0.02 -0.08
H -3.161017 2.873836 2.526779 0.13 0.01 -0.02
H -2.630458 4.536830 2.768115 -0.05 -0.04 0.09
H -2.467007 3.360092 4.082683 -0.09 0.02 -0.03
H -0.699589 -3.300019 4.037105 -0.02 -0.06 0.00
H 0.091979 -4.154259 2.715546 -0.01 0.03 -0.02
H -1.464549 -4.718887 3.315874 0.02 -0.03 0.02
H -3.541848 -2.584473 3.681385 -0.15 0.04 -0.13
H -4.167645 -3.406255 2.233598 -0.05 0.13 0.12
H -4.058357 -1.633477 2.266937 0.09 -0.15 0.00
C -0.411830 3.913859 0.702695 -0.06 0.26 0.19
C -1.830655 -3.466803 0.188182 -0.21 -0.23 0.26
P 0.581537 2.855130 -0.420478 -0.17 -0.62 0.35
H 0.028968 4.915011 0.830818 -0.20 -0.22 -0.11
H -1.399619 4.045896 0.225231 0.52 -0.03 0.42
P -0.455554 -2.838901 -0.846996 0.16 -0.10 -0.05
H -2.770683 -3.184226 -0.309950 0.33 -0.23 0.34
H -1.786027 -4.562324 0.265251 -0.21 0.19 -0.11
C -0.723108 -3.570163 -2.555554 0.15 -0.07 0.36
C 0.937445 -3.928550 -0.140127 -0.61 0.42 -0.43
C 2.314620 3.124638 0.309969 -0.86 -0.16 -0.40
C 0.734320 3.680521 -2.092720 0.08 -0.08 0.32
C 0.022586 2.811598 -3.127298 -0.10 0.01 -0.18
H 1.812660 3.670462 -2.327823 -0.30 0.04 0.09
C 0.219848 5.118266 -2.110238 0.00 0.07 -0.27
H -0.856105 5.135460 -1.894684 0.29 0.12 -0.01
H 0.367646 5.518080 -3.123033 -0.08 0.07 0.22
H 0.742290 5.770658 -1.398383 -0.24 -0.16 -0.20
H 0.461604 1.807995 -3.160586 -0.19 0.16 0.02
H 0.129308 3.260306 -4.123012 -0.04 -0.07 0.10
H -1.047921 2.735440 -2.890169 0.47 -0.13 -0.22
H 2.262936 2.853371 1.378065 -0.01 0.15 -0.44
C 2.651108 4.609542 0.165649 0.40 -0.02 0.16
C 3.329815 2.224086 -0.399118 0.22 0.13 0.13
H 1.947576 5.258046 0.703701 0.25 -0.21 -0.14
H 2.642353 4.893601 -0.893606 0.18 0.04 0.32
H 3.651560 4.802021 0.569484 -0.06 0.06 -0.09
H 3.093062 1.152384 -0.320638 -0.09 0.33 0.06
H 4.319958 2.387188 0.047902 -0.10 -0.09 -0.17
H 3.398661 2.477542 -1.465468 0.02 -0.07 0.19
H 0.930878 -3.762767 0.950649 0.03 0.00 -0.43
C 2.284221 -3.484243 -0.716182 0.08 -0.23 0.10
C 0.668959 -5.406004 -0.424345 0.36 -0.17 0.17
H -0.235128 -5.783712 0.066880 0.20 0.12 -0.11
H 1.512911 -5.999279 -0.050467 -0.12 -0.06 -0.10
H 0.577720 -5.584565 -1.502587 0.08 -0.06 0.26
H 2.532114 -2.440101 -0.481391 -0.16 -0.20 -0.04
H 2.295809 -3.597681 -1.808354 0.04 0.04 0.17
H 3.073249 -4.124053 -0.299488 0.00 0.15 -0.16
C -0.974233 -2.430080 -3.532189 0.28 0.31 -0.10
C -1.830025 -4.603496 -2.700563 0.07 -0.22 -0.22
H 0.251312 -4.027637 -2.790364 -0.24 0.05 -0.12
H -2.810387 -4.152002 -2.505144 0.16 -0.17 0.06
H -1.695132 -5.486438 -2.066517 -0.12 0.19 -0.06
H -1.824263 -4.928791 -3.749715 -0.15 -0.11 0.19
H -1.867631 -1.862404 -3.240681 0.39 -0.19 -0.34
H -1.085311 -2.815684 -4.554378 -0.08 0.09 0.15
H -0.113830 -1.754716 -3.515954 -0.48 -0.12 -0.06
C 3.502198 -0.438514 -3.146701 2.02 0.20 0.19
H 3.568534 -0.458732 -2.002676 -0.22 -0.53 -1.83
H 4.173573 -1.156646 -3.727673 -1.15 0.40 1.34
H 3.946900 0.520042 -3.447537 -0.50 0.02 0.16
Cl -2.901615 3.456846 -1.429321 0.05 -0.13 0.36
C -3.443469 2.114115 -0.447122 -1.32 -0.25 1.13
C -2.875898 0.843613 -0.571208 1.05 -0.27 -1.41
C -3.824185 -0.187702 -0.595427 -1.32 0.78 1.05
Cl -3.714595 -1.510808 -1.725891 0.23 0.13 0.45
C -5.041001 -0.061655 0.117296 0.69 0.68 -0.22
Cl -6.087747 -1.401685 0.279275 -0.39 -0.25 0.01
C -5.398137 1.186298 0.680708 1.06 -0.10 -0.90
Cl -6.830753 1.358418 1.585988 -0.26 0.04 0.25
C -4.641033 2.312791 0.289215 0.22 -1.00 -0.69
Cl -5.255899 3.881194 0.552931 -0.17 0.43 0.20
```
Positions in Å, forces in eV/Å.

***

2.
This record from OMol25 describes a structure of composition C30H50GaP4Se in a non-equilibrium geometry. The level of theory is wB97M-V/def2-TZVPD.

## Properties
HOMO level	-15.13	eV
F_max	5.2	eV Å⁻¹
net charge	+3
LUMO energy	-11.060	eV
frontier orbital gap	4.1	eV
E	-6863.752569	Ha

Geometry as XYZ:
```
86
Properties=species:S:1:pos:R:3:forces:R:3
Ga -0.145571 -0.781943 -0.307981 1.19 3.85 3.21
P 0.342781 2.459775 1.131345 0.21 0.57 0.36
P -2.303116 0.790965 -0.501823 -1.20 -0.76 -0.37
P 2.307530 -0.159155 -0.864766 0.75 0.21 -0.14
H -1.107470 -1.110095 -2.761605 0.19 0.28 0.73
C -0.311874 -1.568905 -2.163627 -1.24 -4.03 -0.88
C -0.663598 -2.528470 -1.137053 0.03 -0.92 -4.24
H -1.706305 -2.842488 -1.032791 0.07 0.79 0.43
C 0.378232 4.164611 0.418065 0.01 -0.30 -0.17
C -0.960537 2.717180 2.411679 0.12 -0.17 0.07
C 1.824982 2.627033 2.219105 -0.12 -0.13 0.03
C -3.249762 0.048325 -1.894938 0.33 -0.12 -0.06
C -3.473318 0.479240 0.877235 0.38 -0.22 0.31
C -2.650259 2.558248 -0.876287 1.01 0.33 -0.09
C 3.007486 -1.055552 -2.306006 -0.52 -0.18 0.04
C 3.423060 -0.664976 0.494533 -0.41 -0.06 0.18
C 2.767395 1.566502 -1.265919 -0.52 0.16 0.13
H 0.620050 -1.691316 -2.723948 0.00 0.37 0.71
H 0.025895 -3.342441 -0.899704 0.23 0.58 0.15
H 0.502557 4.899060 1.224280 -0.05 -0.13 -0.21
H -0.546850 4.367301 -0.130818 0.23 0.08 0.08
H 1.218340 4.246148 -0.281158 -0.17 0.10 0.11
H -0.569638 3.403536 3.174535 -0.28 -0.11 -0.15
H -1.207929 1.760627 2.885413 -0.11 0.22 0.04
H -1.870928 3.140682 1.975212 0.15 -0.08 0.18
H 1.654999 3.478296 2.893152 0.23 -0.19 -0.17
H 2.727586 2.808362 1.624025 -0.14 -0.01 0.22
H 1.960164 1.718792 2.816061 0.11 0.25 -0.11
H -4.218627 0.565162 -1.974393 0.30 -0.26 0.04
H -3.419061 -1.021219 -1.707446 -0.04 0.25 -0.13
H -2.703434 0.177486 -2.839729 -0.27 0.03 0.16
H -4.140188 1.343307 1.006020 0.23 -0.25 -0.07
H -2.922953 0.294743 1.805823 -0.25 0.07 -0.04
H -4.068948 -0.412397 0.645604 0.16 0.21 0.09
H -3.723557 2.648528 -1.103002 0.31 -0.30 0.14
H -2.074610 2.872344 -1.758102 -0.18 0.00 0.33
H -2.413757 3.216333 -0.033133 -0.04 -0.22 -0.27
H 4.075322 -0.809948 -2.404003 -0.33 -0.02 0.15
H 2.495291 -0.753194 -3.228673 0.16 -0.01 0.13
H 2.902558 -2.139457 -2.171278 0.10 0.17 -0.08
H 4.441786 -0.309940 0.285290 -0.29 -0.07 -0.03
H 3.430998 -1.760673 0.567934 0.05 0.23 0.00
H 3.080263 -0.253160 1.451154 0.11 -0.03 -0.16
H 3.814858 1.580522 -1.600935 -0.26 -0.19 0.12
H 2.664160 2.220318 -0.389715 0.02 -0.26 -0.35
H 2.124969 1.938288 -2.078481 0.15 -0.10 0.27
C 0.392405 1.786848 -5.431407 0.51 -0.36 -0.81
C -0.089682 0.485509 -5.653869 0.45 0.34 -0.06
C 0.365765 -0.239169 -6.758850 0.03 0.11 -0.10
C 1.288840 0.324434 -7.654820 -0.10 0.11 0.31
C 1.755399 1.627054 -7.441120 -0.22 -0.31 0.14
C 1.303633 2.364185 -6.341005 -0.35 -0.33 0.56
Se -0.126503 2.765101 -3.853068 -0.24 -0.31 -0.19
H -1.537610 2.348568 -3.974428 0.14 0.20 0.04
H -0.819832 0.059116 -4.961115 0.16 0.02 -0.25
H -0.007995 -1.252480 -6.924826 0.10 0.35 -0.01
H 1.642939 -0.251192 -8.516185 -0.18 0.24 0.38
H 2.476155 2.061244 -8.133916 -0.24 -0.04 0.20
H 1.659787 3.377101 -6.163930 -0.05 -0.18 -0.14
C 0.435013 -3.923148 1.739677 0.38 -0.04 -0.82
P 0.058772 -2.146309 1.902806 -0.80 -0.63 1.45
C -1.636574 -2.246218 2.611226 -0.13 0.34 -0.07
C -2.617195 -2.941922 1.880465 0.08 0.38 -0.11
C -3.954045 -2.884660 2.267122 0.15 -0.08 0.11
C -4.319958 -2.183539 3.420573 0.30 0.14 -0.05
C -3.336003 -1.567940 4.203104 -0.08 -0.22 -0.08
C -1.994832 -1.611253 3.813981 -0.01 0.09 -0.23
C 1.166368 -1.639604 3.258797 0.22 0.95 -0.27
C 0.979866 -0.378775 3.863754 0.08 -0.15 -0.01
C 1.790689 0.020471 4.926636 -0.16 -0.07 -0.06
C 2.807245 -0.824301 5.388096 -0.13 -0.05 -0.21
C 3.026970 -2.056655 4.765082 -0.23 0.20 -0.06
C 2.219486 -2.455778 3.699438 -0.03 -0.18 -0.14
H -0.229397 -4.397566 1.007001 0.17 0.03 0.29
H 0.284331 -4.393554 2.724797 -0.01 0.30 -0.34
H 1.477056 -4.058850 1.416510 -0.31 -0.13 0.04
H -2.330532 -3.533084 1.006813 -0.22 0.20 0.21
H -4.705275 -3.393704 1.666403 0.12 0.03 0.21
H -5.366880 -2.123929 3.711494 0.23 -0.04 -0.03
H -3.611719 -1.053315 5.126181 0.09 -0.22 -0.28
H -1.235429 -1.167553 4.458694 -0.31 -0.07 -0.25
H 0.175436 0.275030 3.515500 0.33 -0.15 0.13
H 1.616883 0.990910 5.403334 0.10 -0.41 -0.17
H 3.427338 -0.516485 6.229695 -0.14 -0.09 -0.23
H 3.824331 -2.712078 5.107885 -0.17 0.13 -0.06
H 2.405771 -3.418866 3.224312 0.03 0.27 0.25
```
Positions in Å, forces in eV/Å.